DFT (the ωB97M-V functional and the def2-TZVPD basis) results for CoF4Pb2 as an isolated structure.

Geometry as XYZ:
```
7
Properties=species:S:1:pos:R:3
Pb -2.62 7.76 -10.43
Pb -4.81 4.72 -11.63
Co -2.22 6.31 -14.26
F -4.98 7.02 -10.80
F -5.90 5.46 -13.75
F -2.62 8.12 -14.85
F -3.46 6.49 -12.67
```

The HOMO energy (spin up / spin down) is -17.6 / -17.6 eV. Its total energy is -58971.6707 eV. Its gap between HOMO and LUMO (spin up / spin down) is 6.21 / 6.21 eV. As for the spin multiplicity: 4. The net charge is +2. For the LUMO energy (spin up / spin down), the calculation gives -11.37 / -11.37 eV.